Record 1
# C5H13N2

A structure of composition C5H13N2 (ωB97M-V with the def2-TZVPD basis set, OMol25).

Structure (XYZ):
```
20
C5H13N2, DFT ωB97M-V with the def2-TZVPD basis set
C 0.8874 1.5144 0.5883
C 1.2966 0.1635 0.0148
C 0.2447 -0.7292 -0.7070
C -1.0984 -0.1497 -0.9211
C -2.2400 -0.7696 -0.2988
N -2.2792 -0.2251 1.0914
N 3.0335 0.0640 0.1760
H 0.9427 2.2426 -0.2308
H -0.0513 1.4071 1.1269
H 1.6769 1.8115 1.2693
H 2.2150 0.3623 -0.7786
H 0.6198 -0.9326 -1.7218
H 0.1550 -1.7012 -0.2090
H -1.3823 0.3928 -1.8310
H -3.1942 -0.4446 -0.7057
H -1.5748 -0.5911 1.7276
H -2.3083 0.7907 1.0931
H 1.9513 -0.5026 0.7765
H -2.2195 -1.8505 -0.2146
H 3.3250 -0.8528 -0.2455
```

Calculated values
Kohn-Sham gap (alpha / beta) in eV: 7.63 / 7.76
Molar mass in g/mol: 101.17
E_HOMO (alpha / beta) in Eh: -0.7073 / -0.7126
Energy relative to the best compared isomer or geometry (same formula, charge and spin) in eV: 9.379
Total charge: +2
Spin multiplicity: 2
Expectation value of S²: 0.76

---

Record 2
# C9H27Ag2NO15P3

A structure of composition C9H27Ag2NO15P3 (ωB97M-V with the def2-TZVPD basis set, OMol25).

Structure (XYZ):
```
57
C9H27Ag2NO15P3, DFT ωB97M-V with the def2-TZVPD basis set
Ag -1.9112 0.1115 1.1247
Ag 0.1667 -4.2524 -0.7045
N 2.4749 0.7577 0.2633
O 1.9132 1.5866 0.9644
O 3.5580 1.0180 -0.2840
O 1.9299 -0.3783 0.1887
C 1.9782 -2.8659 4.7736
O 2.5767 -4.0783 5.1993
P 3.3913 -4.9817 4.0997
O 2.9727 -4.7850 2.6837
O 4.9138 -4.5975 4.5058
C 5.4071 -3.2945 4.3530
O 3.3422 -6.4931 4.6665
C 3.9384 -7.5226 3.9893
H 1.1080 -3.0365 4.1398
H 2.6748 -2.1984 4.2663
H 1.5691 -2.3446 5.6390
H 4.7871 -2.6265 3.7551
H 6.4003 -3.3208 3.9047
H 5.6170 -2.8523 5.3270
H 4.6006 -8.0895 4.6437
H 4.4849 -7.1747 3.1128
H 3.1626 -8.1701 3.5807
C -2.6412 5.5502 -2.3700
O -3.4287 6.0334 -1.2315
P -2.8705 5.6598 0.2761
O -2.7493 4.1915 0.5517
O -1.5265 6.6364 0.5133
C -0.5248 6.1480 1.3956
O -4.0073 6.3693 1.1540
C -4.0271 6.1037 2.5374
H -2.0984 6.4194 -2.7415
H -3.2282 5.0878 -3.1635
H -2.0450 4.7032 -2.0304
H -0.8792 5.3131 2.0001
H -0.2520 6.9876 2.0349
H 0.3374 5.8572 0.7955
H -3.1968 5.4611 2.8304
H -4.8867 5.4878 2.8018
H -3.9825 7.0187 3.1281
C 0.2323 0.5885 -4.6736
O -0.8699 0.0261 -5.2206
P -1.8939 -0.7827 -4.2912
O -2.1964 -0.1168 -2.9712
O -3.1439 -1.0537 -5.3587
C -4.4940 -1.3388 -4.9319
O -1.1568 -2.2752 -4.2079
C -0.7338 -2.9499 -5.4111
H 0.0831 1.0164 -3.6822
H 0.3479 1.4269 -5.3604
H 1.1513 0.0264 -4.8402
H -4.3792 -1.8162 -3.9588
H -4.8745 -2.0747 -5.6403
H -5.1824 -0.4945 -4.9701
H 0.3217 -2.8972 -5.6779
H -1.3776 -2.7112 -6.2576
H -0.8833 -4.0127 -5.2207
```

Calculated values
Kohn-Sham gap in eV: 2.83
Molar mass in g/mol: 697.97
E_HOMO in Eh: -0.3594
Total charge: +1

---

Record 3
# C5H5MnO

A structure of composition C5H5MnO (ωB97M-V with the def2-TZVPD basis set, OMol25).

Structure (XYZ):
```
12
C5H5MnO, DFT ωB97M-V with the def2-TZVPD basis set
C 0.4867 -1.0692 2.7148
C 0.7137 -1.5391 1.4252
C 1.1478 0.3208 1.9307
O 0.6793 0.9633 0.9866
Mn 0.0022 0.8083 -0.7510
H 1.0697 -1.5003 3.5435
H -0.6240 -1.0343 2.7818
H 2.0158 0.7361 2.4678
C -0.8621 0.6424 -2.6515
C -1.3538 0.5618 -3.8253
H -1.7337 -0.3835 -4.2393
H -1.5416 1.4938 -4.3833
```

Calculated values
Kohn-Sham gap (alpha / beta) in eV: 6.39 / 8.58
Molar mass in g/mol: 136.03
E_HOMO (alpha / beta) in Eh: -0.6146 / -0.7182
Energy relative to the best compared isomer or geometry (same formula, charge and spin) in eV: 1.616
Total charge: +2
Spin multiplicity: 7
Expectation value of S²: 12.01

---

Record 4
# C4H6N5O2

The ion C4H6N5O2 with charge +1 (ωB97M-V with the def2-TZVPD basis set, OMol25).

Structure (XYZ):
```
17
C4H6N5O2, DFT ωB97M-V with the def2-TZVPD basis set
C 0.9071 0.2100 0.2752
C -1.2840 0.0434 -0.0554
C 2.8994 0.5138 -0.1440
C 0.1415 -0.1091 1.5623
N -1.0617 -0.2500 1.2885
N 1.8417 1.2511 0.3436
N 2.0405 -0.6433 -0.2906
N -0.1574 0.3848 -0.6457
N -2.3717 -0.1448 -0.6596
O 4.0343 0.5485 -0.4852
O 2.2396 -1.9757 0.0965
H 0.5126 -0.1105 2.4867
H 1.6341 2.2092 0.1830
H -0.1217 0.4122 -1.6244
H -3.2480 -0.3992 -0.2726
H -2.4047 -0.1456 -1.7679
H 2.5074 -2.5456 -0.5948
```

Calculated values
Kohn-Sham gap in eV: 8.64
Molar mass in g/mol: 156.12
E_HOMO in Eh: -0.5049
Energy relative to the best compared isomer or geometry (same formula, charge and spin) in eV: 1.832
Total charge: +1